C56H44BrN3O3P2PtSTe | ωB97M-V with the def2-TZVPD basis set

XYZ file:
```
112
Properties=species:S:1:pos:R:3:forces:R:3:lowdin_charge:R:1
Pt -0.72031 0.25597 1.04244 0.09 -0.02 0.23 0.640
Te -4.38043 3.16827 0.43310 0.14 -0.11 -0.59 1.187
Br 2.76085 3.08560 0.85850 0.04 0.00 -0.02 0.777
S 0.61878 -7.70080 -1.50105 -0.04 0.00 -0.09 0.392
P -2.86001 0.10328 0.23999 -0.28 0.18 -0.16 0.649
P -1.20367 2.03731 -0.21290 -0.65 -0.01 -0.82 0.657
O -0.73795 -8.01631 -1.94137 0.07 0.00 0.02 -0.387
O 0.90802 -8.11372 -0.13419 0.00 0.01 0.01 -0.385
O 1.64686 -8.06586 -2.47257 -0.06 0.00 0.06 -0.392
N 3.33505 0.78678 -0.53616 0.08 -0.01 0.00 0.060
N -5.59526 4.60254 -4.16012 0.01 -0.01 0.05 0.037
N 0.75768 -1.69343 -1.48636 -0.03 -0.11 0.13 0.112
C -4.15222 -0.13485 2.67309 -0.08 -0.03 -0.01 -0.110
C -4.26503 -0.36598 1.30289 -0.01 0.05 0.11 -0.366
C 3.63946 -3.84002 0.90588 0.07 -0.04 -0.04 -0.065
C -2.96377 1.82271 -0.21324 -0.05 0.00 0.65 -0.993
C 5.41358 -0.39418 -0.55546 -0.09 -0.15 -0.05 -0.065
C -4.57257 5.05111 -2.03392 -0.02 0.00 0.06 -0.146
C 0.68199 -3.09717 -1.46740 -0.05 0.03 -0.03 -0.349
C -1.14706 2.46745 -4.29032 -0.01 0.00 0.01 -0.088
C 5.23500 0.32517 3.99293 -0.08 0.00 -0.03 -0.066
C -5.21754 -0.40397 3.52116 0.09 0.04 0.01 -0.093
C -0.74471 3.69689 0.35884 0.22 0.02 0.19 -0.388
C -5.72527 3.00518 -2.37086 -0.02 -0.07 0.00 -0.144
C 4.81452 -2.64864 3.11667 -0.04 0.02 -0.02 -0.057
C 1.94189 -0.37194 2.54157 0.39 0.29 0.09 -0.203
C -3.65835 -0.48079 -2.39391 0.05 -0.04 -0.02 -0.100
C -0.67123 3.90124 1.73716 0.00 0.12 -0.05 -0.132
C 0.07352 1.90056 -4.64276 -0.02 0.01 -0.01 -0.100
C 0.41605 -3.80518 -0.29263 -0.03 -0.04 -0.14 -0.077
C 0.41211 -5.19842 -0.29637 -0.01 0.11 -0.05 -0.062
C 5.83932 1.22015 4.86670 0.00 -0.03 -0.04 -0.108
C -6.51769 -1.15748 1.64559 0.02 0.01 0.03 -0.092
C -0.32973 5.14694 2.24314 -0.04 -0.09 0.02 -0.093
C 0.66491 -5.90600 -1.46356 -0.01 -0.06 0.06 -0.285
C 3.69377 1.83722 5.71889 -0.02 0.00 -0.01 -0.101
C 5.19826 1.62722 0.70602 0.07 -0.09 0.03 -0.126
C -1.52660 2.52215 -2.95610 0.00 -0.12 -0.02 -0.100
C -2.67514 -3.08606 -2.29886 0.01 -0.02 0.06 -0.068
C 0.91389 1.39738 -3.65890 0.01 -0.01 0.07 -0.086
C -5.99595 3.42857 -3.66478 0.08 0.11 0.05 -0.167
C 4.08916 -0.23985 -0.93586 -0.11 -0.02 0.05 -0.128
C -0.68540 2.01618 -1.96474 0.18 0.20 -0.04 -0.344
C -5.45261 -0.88574 0.79579 -0.02 0.03 0.05 -0.082
C -0.05555 6.19733 1.37634 0.02 0.04 -0.02 -0.103
C -0.11799 5.99736 0.00494 -0.01 -0.05 -0.03 -0.094
C -4.99155 3.82641 -1.52089 0.02 0.08 0.06 -0.551
C 0.53985 1.45628 -2.31967 -0.01 0.10 -0.04 -0.105
C 0.92769 -3.81796 -2.64182 0.02 -0.06 0.13 -0.050
C -3.25633 -2.60109 -3.46463 0.00 0.03 -0.02 -0.089
C 0.80212 -0.02586 2.11219 0.40 -0.46 0.40 -0.347
C 3.16328 -0.73320 2.99102 -0.31 0.21 -0.03 -0.167
C 5.07716 1.97958 5.74157 -0.03 0.00 0.00 -0.124
C -0.45436 4.74861 -0.50614 -0.06 0.03 0.15 -0.086
C 3.88450 1.67001 0.26551 -0.05 -0.07 -0.04 -0.739
C -2.59080 -2.26682 -1.18120 -0.06 0.03 -0.06 -0.097
C -3.08510 -0.96331 -1.22055 -0.09 -0.04 -0.05 -0.365
C -6.40257 -0.91358 3.00795 -0.04 -0.02 -0.06 -0.105
C -4.89599 5.38994 -3.34163 -0.06 -0.12 -0.02 -0.174
C 0.92048 -5.20561 -2.63459 0.02 0.15 -0.07 -0.074
C 5.97286 0.55983 0.27633 0.00 0.14 0.10 -0.081
C 3.16792 -2.62894 1.37809 -0.05 0.12 -0.09 -0.036
C -3.74718 -1.30105 -3.51301 0.01 0.01 0.03 -0.092
C 3.74819 -1.99304 2.48694 0.15 -0.09 -0.07 -0.172
C 3.84290 0.15841 3.96356 0.00 -0.03 0.05 -0.170
C 3.08959 0.94806 4.84684 0.00 -0.07 -0.07 -0.031
C 5.29708 -3.85986 2.63410 -0.04 -0.01 -0.02 -0.107
C 4.72125 -4.46212 1.52406 -0.01 0.04 0.03 -0.098
H 6.91848 1.32986 4.85400 -0.01 -0.01 -0.01 0.092
H 3.07835 2.43013 6.38678 0.01 -0.02 -0.02 0.093
H 3.14803 -4.30984 0.06011 0.03 0.03 0.05 0.101
H 0.36314 1.84359 -5.68677 -0.01 0.00 0.05 0.093
H 6.11760 -4.34712 3.15014 -0.01 0.01 -0.01 0.090
H -6.56303 2.79278 -4.33908 0.02 0.03 0.01 0.097
H 2.31830 -2.15470 0.89116 0.17 -0.06 0.05 0.084
H -0.85993 3.06759 2.40459 0.01 -0.01 0.00 0.094
H 0.10899 6.81114 -0.67405 0.00 -0.01 0.01 0.096
H 1.86416 0.94760 -3.92773 -0.04 0.02 0.01 0.101
H 1.13606 -3.27704 -3.56083 0.00 -0.01 0.02 0.101
H 5.25249 -2.23055 4.01418 -0.01 0.00 -0.03 0.096
H 0.21868 -3.25839 0.62456 0.01 0.00 0.00 0.102
H -3.30794 -3.23395 -4.34354 0.00 0.02 0.03 0.098
H -4.56578 6.33885 -3.75610 -0.02 -0.03 0.01 0.094
H -7.43768 -1.56459 1.24264 0.02 0.01 0.01 0.096
H -1.81075 2.85303 -5.05687 0.02 -0.01 0.03 0.097
H 5.57777 2.38412 1.37686 0.00 -0.02 0.01 0.094
H 1.20379 1.06701 -1.55274 -0.03 0.01 -0.02 0.058
H -3.98070 5.72949 -1.42837 -0.02 -0.04 -0.03 0.084
H 1.12745 -5.76354 -3.54140 -0.01 0.03 0.06 0.107
H 5.84833 -0.23187 3.29702 0.00 -0.01 0.01 0.097
H 0.27057 -1.21117 -0.72743 0.16 -0.17 -0.13 0.014
H 0.49073 -1.29517 -2.37487 -0.03 0.03 -0.01 0.070
H -5.11815 -0.22556 4.58626 0.00 -0.01 -0.05 0.097
H -6.07490 2.03432 -2.03420 0.02 0.06 -0.02 0.089
H 0.22346 -5.75005 0.61747 0.01 0.02 -0.04 0.112
H -0.26492 5.29421 3.31548 0.00 -0.01 -0.05 0.100
H 3.58444 -0.97140 -1.56049 0.03 0.03 0.04 0.104
H -7.23237 -1.13079 3.67104 0.02 0.00 -0.02 0.093
H 0.21940 7.16923 1.77092 -0.01 -0.03 -0.01 0.094
H -3.21309 0.24245 3.06457 0.00 0.00 0.00 0.087
H 5.97449 -1.26377 -0.87492 -0.04 0.05 0.00 0.105
H -0.48020 4.59333 -1.57601 0.00 -0.01 -0.04 0.099
H 7.00056 0.46612 0.60770 -0.02 0.02 0.01 0.104
H -4.18254 -0.91811 -4.43050 0.02 -0.02 0.04 0.094
H -2.49634 2.92383 -2.67500 0.05 -0.02 -0.02 0.088
H 5.54989 2.67676 6.42364 -0.01 -0.01 -0.02 0.086
H -4.00039 0.54936 -2.42806 0.03 -0.02 -0.01 0.079
H -2.10847 -2.63551 -0.28120 -0.03 0.01 -0.04 0.095
H 2.00999 0.85639 4.81872 0.02 0.00 0.01 0.109
H -5.54330 -1.08249 -0.26568 0.00 0.00 0.00 0.101
H 5.08541 -5.41537 1.15879 -0.02 0.04 0.01 0.096
H -2.26372 -4.08909 -2.26206 -0.01 0.04 0.00 0.112
```
Positions in Å, forces in eV/Å.

As for the net charge: -2. Its energy above the lowest of the compared OMol25 structures with the same formula, charge and spin is 0.0 kJ/mol. Its HOMO energy (spin up / spin down) is -0.074 / -0.074 Eh. The value obtained for the total energy is -179395.635 eV.